C44H58AsFN6NaO6PSi as an isolated structure, computed with ωB97M-V with the def2-TZVPD basis set.

As for the net charge: -2. The value obtained for the energy relative to the best compared isomer or geometry (same formula, charge and spin) is 13.1 kcal/mol. Its highest occupied orbital energy is -1.027 eV.

CARTESIAN COORDINATES (ANGSTROEM)
Na -1.3762 -0.4645 -1.3810
O -1.6896 2.4421 -1.3987
C -2.6024 2.3549 -2.4761
C -1.9379 1.8534 -3.7394
N -1.5054 0.4622 -3.6245
C -2.4102 -0.4958 -4.2722
C -3.0607 -1.6385 -3.4349
O -3.7079 -2.4412 -4.1252
O -2.9161 -1.6410 -2.1796
C -0.0851 0.2753 -3.9542
C 0.9141 0.5680 -2.7986
O 2.2091 0.6069 -3.3392
O 0.7462 -0.2555 -1.7570
H -0.7630 2.3809 -1.7469
H -3.4079 1.6642 -2.1946
H -3.0555 3.3372 -2.6671
H -2.6296 1.9843 -4.5836
H -1.0647 2.4819 -3.9276
H -3.2664 0.0410 -4.6925
H -1.9177 -0.9835 -5.1191
H 0.0731 -0.7670 -4.2338
H 0.2140 0.9025 -4.8053
C -4.2006 3.2546 0.3665
C -4.4837 1.9589 1.0451
N -3.6965 0.9135 1.0694
C -4.3436 -0.0437 1.8302
C -5.5400 0.4362 2.2627
N -5.6225 1.7187 1.7557
H -3.1776 3.2325 -0.0053
H -4.3043 4.0939 1.0588
H -4.8776 3.4173 -0.4758
H -3.8877 -1.0060 2.0132
H -6.3230 0.0016 2.8590
H -6.3849 2.3605 1.8748
F -0.7685 -7.5495 4.1685
C -1.0043 -6.2865 3.6541
C -0.3936 -5.1861 4.2255
C -0.6278 -3.9154 3.7218
C -1.4910 -3.6742 2.5888
C -1.6279 -2.4235 1.9986
C -2.1135 -4.8678 2.0655
C -1.8702 -6.1278 2.5887
H 0.2629 -5.3267 5.0781
H -0.1561 -3.0599 4.1969
H -1.0941 -1.5615 2.3697
H -2.2526 -2.3207 1.1167
H -2.7968 -4.7645 1.2284
H -2.3546 -7.0005 2.1637
C 0.9377 -4.8418 0.4379
N 1.1638 -3.3512 0.5876
C 2.6268 -3.0327 0.3728
N 3.0696 -3.5111 -0.9005
C 2.8045 -4.9412 -1.0024
N 1.4002 -5.2965 -0.8357
C 0.5791 -4.7464 -1.9432
P 0.6257 -2.8746 -2.1580
C 0.3238 -2.5616 -0.3611
C 2.4819 -2.7587 -2.0375
H -0.1288 -5.0130 0.5781
H 1.4898 -5.3215 1.2479
H 0.8452 -3.0839 1.5291
H 3.1744 -3.5265 1.1777
H 2.7358 -1.9516 0.4463
H 3.3816 -5.4547 -0.2275
H 3.1398 -5.2886 -1.9798
H -0.4593 -5.0449 -1.7798
H 0.9048 -5.2218 -2.8717
H -0.7052 -2.7605 -0.0721
H 0.5428 -1.5148 -0.1553
H 2.7277 -1.6978 -1.9588
H 2.9351 -3.1364 -2.9559
C -0.7113 6.0537 1.4280
C -1.4584 5.1592 2.1854
C -1.1594 3.8044 2.1643
C -0.0939 3.3241 1.4062
C 0.6425 4.2255 0.6412
C 0.3356 5.5799 0.6489
As 0.2488 1.3992 1.2109
C 2.2071 1.4846 1.1703
C 2.8658 0.6951 0.2314
C 4.2591 0.6515 0.2080
C 4.9984 1.4116 1.1011
C 4.3442 2.2377 2.0114
C 2.9582 2.2743 2.0427
C 0.0408 0.8577 3.1047
C -1.2701 0.7133 3.5660
C -1.5371 0.2251 4.8371
C -0.4933 -0.1569 5.6690
C 0.8138 -0.0478 5.2134
C 1.0778 0.4550 3.9441
H -0.9531 7.1100 1.4351
H -2.2860 5.5173 2.7877
H -1.7664 3.1191 2.7445
H 1.4430 3.8674 0.0053
H 0.9085 6.2564 0.0264
H 2.2745 0.1663 -0.5207
H 4.7601 0.0514 -0.5431
H 6.0816 1.3879 1.0712
H 4.9163 2.8568 2.6928
H 2.4530 2.9231 2.7502
H -2.0955 0.9327 2.8989
H -2.5649 0.1033 5.1562
H -0.6975 -0.5640 6.6518
H 1.6361 -0.3653 5.8444
H 2.1050 0.5134 3.6072
C 2.1031 4.2797 -2.6163
Si 2.3013 2.4271 -3.2575
C 4.1904 2.3877 -2.9325
C 2.0726 2.8103 -5.1166
O 0.8112 1.9754 -2.4341
H 2.3843 4.9863 -3.4094
H 2.7587 4.4979 -1.7607
H 1.0744 4.5088 -2.3162
H 4.6592 3.2885 -3.3497
H 4.6581 1.4988 -3.3678
H 4.3949 2.3905 -1.8567
H 2.7983 3.5723 -5.4249
H 1.0747 3.2209 -5.3140
H 2.2087 1.9239 -5.7418